A structure of composition C26H69B2CoF8N3O14. Source: the Open Molecules 2025 dataset; level of theory: the ωB97M-V functional and the def2-TZVPD basis.

```
! wB97M-V def2-TZVPD RIJCOSX def2/J DEFGRID3
* xyz 0 4
Co 2.647 5.675 -1.680
F 2.135 8.685 0.197
F -0.367 3.585 -0.470
F -0.998 1.611 -1.170
F 3.464 8.932 1.968
F -0.879 1.996 1.090
F 2.190 7.153 1.604
F 1.019 1.996 -0.211
F 1.260 9.070 2.216
O -3.999 -6.812 -6.114
O 6.836 -1.057 -7.014
O -4.735 7.862 6.339
O 6.853 -2.562 1.575
O -4.375 5.097 3.975
O -6.467 -1.603 11.969
O 6.209 0.234 2.554
O 3.688 -3.828 -6.906
O 5.828 4.862 -0.668
O -2.847 -1.364 8.883
O 0.839 6.238 -4.687
O 2.182 3.866 -4.554
O -4.173 -5.655 -1.506
O 5.754 6.852 -2.534
N -4.059 -4.629 -4.133
N 4.208 -1.543 -5.583
N -5.696 -0.916 9.330
C 5.609 -2.025 1.993
C 0.455 5.170 -5.538
C -6.902 -2.703 12.794
C 3.281 -3.802 -5.523
C -4.970 -4.529 -1.819
C 6.947 5.721 -0.798
C -6.908 -0.284 9.790
C -4.466 -3.697 -3.018
C -5.275 -5.312 -4.659
C -3.455 -6.976 -7.381
C 1.613 4.243 -5.798
C -3.722 -0.774 7.913
C 7.695 -0.072 -7.551
C 6.978 6.142 -2.241
C 5.523 -1.881 -5.119
C -1.730 -1.982 8.223
C 3.789 -5.211 -7.411
C 3.138 -2.380 -5.020
C -5.080 6.744 5.498
C -5.002 -5.807 -6.128
C 6.501 -0.799 -5.604
C -4.811 -0.026 8.617
C -7.416 -1.229 10.937
C -2.971 -5.442 -0.835
C -3.897 6.062 4.831
C 5.650 -0.963 3.062
B -0.311 2.226 -0.163
B 2.257 8.502 1.531
H -3.609 4.690 3.564
H -5.076 -2.860 -3.356
H 5.854 7.303 -3.376
H 3.985 -4.348 -4.895
H -5.556 5.946 6.067
H 6.729 -3.345 1.034
H -2.114 -6.005 -1.204
H 2.303 -4.279 -5.581
H 8.576 0.128 -6.940
H 4.599 -0.893 3.344
H -6.740 -3.609 12.210
H -3.216 5.646 5.574
H -4.210 -7.047 -8.164
H -3.135 -0.009 7.406
H -5.938 -6.189 -6.537
H 7.995 -0.381 -8.552
H 2.120 -2.084 -5.273
H 0.215 6.941 -4.885
H -6.263 -2.816 13.669
H 4.935 -2.843 2.249
H 2.347 4.734 -6.437
H -7.881 -2.105 10.487
H -3.271 6.801 4.331
H -2.014 -2.580 7.358
H 7.396 -0.839 -4.983
H 7.252 5.290 -2.864
H -5.655 -6.138 -4.058
H -3.564 -3.133 -2.779
H -7.734 -0.104 9.102
H 7.217 0.907 -7.526
H 2.492 2.972 -4.714
H 2.908 -5.802 -7.160
H -6.130 -4.638 -4.715
H 7.764 6.870 -2.443
H 5.137 -1.590 1.112
H 3.231 -2.337 -3.934
H 6.002 4.170 -0.026
H 6.183 -1.281 3.958
H -3.161 -5.544 0.233
H -3.475 -5.339 -3.716
H 4.655 -5.667 -6.931
H 5.519 -1.931 -4.030
H -5.948 -4.917 -2.105
H -5.744 7.114 4.717
H -4.828 -4.930 -6.750
H -1.231 -2.633 8.941
H 0.091 5.496 -6.512
H -2.835 -6.136 -7.696
H -1.023 -1.230 7.874
H 6.984 6.551 -0.093
H 6.190 0.220 -5.377
H 1.267 3.322 -6.266
H -5.016 -3.832 -0.982
H -4.729 8.593 5.716
H -8.136 -0.703 11.564
H -6.753 0.690 10.254
H 7.040 -0.089 2.196
H -5.254 -1.478 10.043
H -4.072 -1.485 7.165
H 4.208 -1.834 -6.551
H 5.872 -2.851 -5.474
H 3.913 -5.206 -8.494
H -2.640 -4.420 -1.021
H -5.426 0.304 7.780
H -7.924 -2.627 13.164
H -4.464 0.808 9.227
H 7.813 5.084 -0.624
H -0.349 4.642 -5.024
H -2.715 -7.775 -7.343
*
```

Values from the calculation:
* Kohn-Sham gap (spin up / spin down): 2.08 / 0.89 eV
* maximum force: 0.0816 hartree/bohr
* energy relative to the best compared isomer or geometry (same formula, charge and spin): 11.1082 eV
* calculated total energy: -121930.13022 eV
* <S²>: 3.7580



A cluster of 8 separate species, C26H69F2N4O18S2 in total. Source: the Open Molecules 2025 dataset; level of theory: the ωB97M-V functional and the def2-TZVPD basis.

```
! wB97M-V def2-TZVPD RIJCOSX def2/J DEFGRID3
* xyz -1 1
S 2.399 1.217 -1.912
S 3.658 3.110 -2.155
F 2.616 -0.319 -2.303
F 5.172 3.666 -2.381
O 5.358 -0.541 -9.708
O 6.994 -1.424 -1.098
O 2.130 1.127 -0.447
O -5.407 3.237 -5.041
O 3.541 3.626 -0.780
O -4.706 1.097 -3.038
O -4.312 0.103 5.989
O 8.668 0.449 -2.772
O 5.463 -1.290 4.078
O 4.601 -0.409 6.512
O 4.551 8.446 4.538
O -2.754 -12.563 -9.009
O -1.069 10.896 2.062
O -1.689 -8.649 -5.276
O 1.339 1.560 -2.824
O 2.858 3.831 -3.165
O 5.309 -0.570 -6.716
O -6.762 2.853 9.911
N -1.377 -11.236 -6.230
N 1.845 8.916 3.342
N -6.353 0.692 7.999
N 3.994 1.625 -2.403
C -5.185 2.423 -2.638
C -6.779 2.126 11.047
C 3.842 7.585 3.749
C -2.681 -10.481 -6.437
C 5.939 8.178 4.435
C -3.157 -0.280 5.265
C 5.599 -0.034 4.354
C -7.693 1.004 8.493
C -2.353 -8.982 -6.391
C -4.828 -1.003 6.669
C -1.630 -12.938 -8.177
C 0.464 8.984 2.803
C -1.578 -7.309 -5.148
C -2.204 10.591 2.953
C -6.275 -0.543 7.131
C -4.904 3.506 -3.733
C 2.268 7.637 3.914
C 4.375 0.158 -8.941
C -7.807 2.483 8.888
C 8.189 -1.821 -1.796
C 4.460 0.412 5.310
C -3.870 -13.413 -9.035
C 9.139 -0.557 -1.900
C 0.139 10.498 2.643
C 4.117 -0.501 -7.576
C -1.672 -12.644 -6.648
H -3.347 -10.676 -5.597
H -5.653 1.404 7.847
H -5.114 -1.755 5.934
H 4.470 1.244 -8.939
H -0.112 8.602 3.646
H 5.053 -0.043 -5.956
H -2.126 10.488 4.035
H 0.121 11.029 3.594
H -3.061 11.227 2.729
H 0.253 8.362 1.933
H -5.309 2.293 -5.187
H 4.428 1.481 5.521
H 6.604 0.279 4.636
H 4.222 6.577 3.919
H -3.823 1.171 -3.409
H 3.483 0.145 -9.568
H -4.579 2.724 -1.784
H 5.089 -1.460 -9.774
H 0.882 10.919 1.966
H -2.683 -12.876 -6.312
H 5.638 -1.474 3.152
H -0.937 -13.259 -6.130
H 6.389 8.352 3.458
H -3.845 3.700 -3.908
H 10.114 -0.919 -2.226
H 3.342 0.090 -7.089
H -3.298 -8.440 -6.415
H 4.643 -1.317 6.202
H -3.868 -13.960 -8.093
H -3.357 -0.900 4.391
H 7.711 0.434 -2.693
H 2.577 9.147 2.684
H -7.656 2.416 11.624
H 9.236 -0.016 -0.960
H 7.911 -2.187 -2.784
H -7.706 3.012 7.940
H 6.224 7.246 4.924
H 3.517 0.163 4.822
H -3.166 -10.742 -7.378
H 1.974 7.487 4.953
H 4.078 7.838 2.715
H -1.354 -13.951 -8.472
H -2.649 0.605 4.881
H 6.470 8.950 4.992
H -1.122 -6.950 -4.226
H 3.578 -1.448 -7.538
H 6.570 -0.684 -1.539
H -2.565 -6.884 -5.334
H -0.988 -7.011 -6.015
H -7.925 0.324 9.312
H -2.443 -0.749 5.942
H 5.472 0.515 3.421
H -4.842 -12.939 -9.174
H -3.815 -14.232 -9.752
H -6.715 1.092 10.708
H -6.980 -0.554 6.300
H -6.238 2.488 -2.361
H -8.444 0.807 7.727
H -8.789 2.654 9.329
H -0.814 -12.348 -8.595
H -5.204 4.514 -3.446
H -5.916 2.339 11.679
H -0.972 -11.124 -5.311
H -6.576 -1.382 7.758
H -2.468 9.588 2.618
H 8.724 -2.605 -1.259
H -4.227 -1.400 7.487
H 1.741 6.861 3.359
H -1.809 -8.810 -7.320
*
```

Values from the calculation:
* Kohn-Sham gap: 8.93 eV
* maximum force: 0.1774 hartree/bohr
* energy relative to the best compared isomer or geometry (same formula, charge and spin): 0.0000 eV
* calculated total energy: -97990.84591 eV



A cluster of 9 separate species, C26H72N2O18 in total. Source: the Open Molecules 2025 dataset; level of theory: the ωB97M-V functional and the def2-TZVPD basis.

```
! wB97M-V def2-TZVPD RIJCOSX def2/J DEFGRID3
* xyz 0 1
O 2.204 -2.315 0.150
O -2.408 -0.453 -2.019
O 2.670 3.442 -0.053
O -6.464 -1.849 1.075
O -2.513 1.591 2.519
O 2.042 -0.525 3.652
O 1.777 0.693 0.927
O 5.352 -4.034 -0.745
O -1.638 4.088 -2.351
O -4.834 -1.944 -2.254
O 3.192 -2.726 -2.878
O 2.209 -1.408 6.463
O 2.374 1.355 5.701
O 2.510 -5.252 -1.049
O 3.658 5.643 1.543
O 4.980 -1.992 -5.499
O 1.620 4.324 6.135
O -0.682 -0.390 -5.035
N -5.236 -0.014 3.258
N -0.495 2.145 -4.280
C -4.143 -1.943 -1.005
C 1.797 2.294 4.795
C 0.296 1.643 -5.387
C 0.320 3.028 -3.436
C 3.768 -5.866 -0.853
C -2.253 4.421 -1.097
C -1.884 -1.216 -5.153
C 2.357 3.707 5.121
C 2.904 -2.421 -4.279
C -3.819 1.548 1.825
C -4.522 0.099 1.938
C 3.954 3.315 0.689
C 1.725 -2.153 5.355
C 0.783 -0.131 0.315
C -0.402 0.562 -6.084
C 2.574 -1.754 4.167
C -2.560 -1.639 -1.179
C 4.689 -4.933 0.058
C -7.379 -2.269 0.078
C -7.075 -1.402 2.287
C -1.383 1.742 1.685
C 3.897 -1.363 -4.946
C -6.131 -1.113 3.506
C -0.398 3.328 -2.101
C 4.535 4.754 0.842
C 1.575 -1.137 -0.520
H 1.803 -3.209 5.614
H -8.187 -2.869 0.497
H -7.932 -1.429 -0.343
H -5.524 -1.984 3.752
H 5.274 -2.444 -4.705
H 0.077 0.508 -0.215
H -3.724 -0.596 1.675
H 2.124 -5.085 -0.186
H 2.410 1.790 6.556
H 0.863 -1.507 -1.257
H -2.499 3.412 -0.765
H 1.218 1.314 -4.908
H 0.736 2.456 4.983
H -3.818 1.821 0.770
H -2.862 -0.699 -2.828
H 4.734 2.793 0.136
H 3.011 5.792 0.850
H -4.445 2.276 2.341
H 2.446 -0.814 -1.090
H 3.442 -0.791 -5.755
H -2.031 -2.461 -1.661
H -7.919 -2.012 2.608
H 1.891 2.090 3.728
H 2.377 4.360 4.249
H 0.267 -0.646 1.125
H 2.805 -3.249 -4.980
H 0.591 3.947 -3.957
H 2.140 -0.454 6.389
H 3.366 3.561 5.508
H -0.599 2.453 -1.483
H 4.628 5.192 -0.152
H -6.546 -0.763 4.451
H 2.055 0.273 4.185
H -0.437 1.362 2.071
H -4.455 -1.059 -0.450
H 0.390 2.499 -6.054
H 4.100 -4.502 0.867
H -2.134 -1.458 -0.192
H 2.807 -2.757 -0.452
H 1.290 2.551 -3.294
H -3.050 5.114 -1.366
H -0.987 2.750 1.569
H 1.873 5.247 6.202
H -1.469 1.381 0.660
H -4.575 -2.773 -2.663
H -2.010 -1.675 -6.133
H -7.491 -0.441 1.983
H 5.546 4.719 1.248
H -1.962 -1.852 -4.271
H 5.755 -3.351 -0.204
H -6.632 -2.730 -0.567
H -1.156 1.013 -6.728
H 5.512 -5.498 0.495
H -1.514 4.768 -0.374
H 1.893 -2.017 -4.333
H -5.274 0.116 1.150
H 3.533 -6.850 -0.447
H -2.769 -0.599 -4.998
H 0.275 3.908 -1.469
H -0.739 1.438 -3.601
H 4.284 -0.736 -4.143
H 2.171 2.638 0.108
H 3.311 -3.656 -2.670
H 4.199 -6.105 -1.825
H -4.328 -2.821 -0.385
H 3.750 2.769 1.610
H 3.646 -1.708 4.359
H 0.083 -0.072 -6.826
H 2.206 0.189 1.623
H 2.519 -2.338 3.249
H 0.659 -1.947 5.254
H -4.534 -0.022 3.984
*
```

Values from the calculation:
* Kohn-Sham gap: 8.86 eV
* maximum force: 0.0609 hartree/bohr
* energy relative to the best compared isomer or geometry (same formula, charge and spin): 5.6245 eV
* calculated total energy: -67953.83475 eV



A structure of composition C26H72N4O9. Source: the Open Molecules 2025 dataset; level of theory: the ωB97M-V functional and the def2-TZVPD basis.

```
! wB97M-V def2-TZVPD RIJCOSX def2/J DEFGRID3
* xyz 0 1
O 22.857 3.506 5.864
O 22.865 3.708 1.140
O 21.374 2.952 1.643
O 23.626 4.483 -0.590
O 21.916 2.142 3.274
O 21.643 1.392 -1.582
O 21.298 6.557 4.731
O 22.961 8.310 0.955
O 26.376 2.950 2.161
N 23.813 7.982 3.590
N 22.507 6.256 3.490
N 20.397 4.216 0.260
N 20.109 6.740 4.102
C 20.281 3.164 -0.724
C 25.331 3.570 1.421
C 20.091 2.547 2.000
C 22.915 1.160 -2.280
C 21.930 7.957 0.029
C 23.212 2.502 3.506
C 20.073 7.868 3.068
C 19.673 3.812 -2.001
C 21.052 7.862 1.886
C 23.814 7.197 1.180
C 22.214 4.618 5.334
C 21.711 2.646 -0.936
C 22.744 4.680 2.140
C 22.452 3.115 7.129
C 17.934 5.676 3.147
C 20.214 4.535 2.894
C 22.481 5.214 -0.952
C 23.122 5.094 4.148
C 19.321 5.441 3.800
C 20.445 9.138 3.866
C 18.608 8.087 2.587
C 24.554 5.499 4.543
C 25.456 6.355 2.932
C 17.938 6.775 2.045
C 24.613 7.581 2.440
C 19.123 4.729 5.112
H 22.111 5.403 6.083
H 22.098 4.424 2.980
H 19.983 4.829 -2.241
H 20.716 7.106 1.176
H 26.992 3.599 2.509
H 24.803 2.829 0.820
H 23.370 3.934 0.155
H 25.761 4.472 0.985
H 20.081 4.492 5.576
H 25.922 6.665 3.868
H 18.526 5.394 5.736
H 23.226 6.293 1.335
H 23.222 4.316 3.391
H 23.189 6.722 2.909
H 22.118 7.718 2.065
H 21.518 9.127 4.056
H 18.557 6.373 1.243
H 22.286 3.414 -1.454
H 17.155 6.019 3.827
H 21.880 4.482 -1.492
H 25.341 8.341 2.155
H 18.553 8.800 1.765
H 21.189 8.756 0.057
H 22.641 6.014 -1.675
H 21.627 1.713 4.083
H 17.551 4.780 2.660
H 19.998 1.464 1.919
H 20.005 2.880 3.034
H 19.839 9.418 4.728
H 23.777 1.064 -1.620
H 24.428 7.005 0.300
H 22.379 7.893 -0.963
H 24.643 4.033 2.128
H 18.588 3.887 -1.935
H 16.934 7.015 1.694
H 21.944 2.540 2.296
H 19.858 3.194 -2.879
H 19.602 2.430 -0.291
H 21.246 4.399 3.220
H 24.782 5.504 3.038
H 24.436 8.511 4.183
H 23.710 4.859 2.613
H 21.947 5.459 -0.034
H 18.617 3.788 4.895
H 19.330 2.957 1.337
H 23.094 8.585 3.217
H 20.311 5.070 1.949
H 22.407 5.666 1.819
H 23.150 1.908 -3.038
H 22.304 6.946 4.198
H 19.828 3.534 2.700
H 20.722 3.703 1.067
H 23.827 1.615 3.658
H 24.570 6.345 5.230
H 20.834 8.767 1.319
H 23.273 3.038 7.842
H 22.800 0.323 -2.969
H 24.922 4.589 5.017
H 22.009 2.125 7.015
H 20.520 10.011 3.218
H 22.073 3.183 1.004
H 21.569 6.960 0.280
H 21.833 6.022 4.141
H 23.609 2.990 2.615
H 19.402 4.369 0.339
H 26.179 5.995 2.201
H 21.240 4.374 4.911
H 22.186 2.589 0.043
H 23.254 3.133 4.393
H 18.047 8.506 3.422
H 21.712 3.747 7.620
H 25.073 5.795 3.631
*
```

Values from the calculation:
* Kohn-Sham gap: 6.53 eV
* maximum force: 0.3856 hartree/bohr
* energy relative to the best compared isomer or geometry (same formula, charge and spin): 65.0493 eV
* calculated total energy: -52447.77121 eV